(1)
Formula: C15H24Cl3N6O4PtSSeSi
Source: the OMol25 dataset
Level of theory: ωB97M-V/def2-TZVPD

* 2S+1: 5
* E_HOMO (alpha / beta): -9.87 / -11.56 eV
* gap between HOMO and LUMO (alpha / beta): 7.8 / 5.9 eV
* energy relative to the best compared isomer or geometry (same formula, charge and spin): 12.4 kcal/mol
* charge: +1
* <S²>: 6.028
* LUMO level (alpha / beta): -2.07 / -5.68 eV

Cartesian coordinates (Å):
Pt1 0.23 -0.06 -0.06
C1 -2.73 4.36 1.04
O1 -1.53 3.67 1.45
C2 -1.02 2.72 0.69
O2 -0.03 2.11 1.07
N1 -1.60 2.47 -0.51
N2 -1.09 1.44 -1.30
H1 -2.96 5.04 1.86
H2 -3.55 3.66 0.91
H3 -2.55 4.94 0.14
H4 -2.41 2.98 -0.83
H5 -0.61 1.81 -2.11
H6 -1.80 0.77 -1.58
O3 0.05 -1.89 1.53
N3 -1.18 -1.69 1.85
O4 -1.62 -0.63 1.40
C3 -1.71 -1.16 -5.62
C4 -2.61 -1.68 -4.49
C5 -1.83 -1.99 -3.25
N4 -1.62 -1.16 -2.30
N5 -0.81 -1.67 -1.30
C6 -0.43 -2.90 -1.53
N6 0.33 -3.63 -0.70
S1 -1.05 -3.52 -3.01
H7 -2.30 -0.93 -6.50
H8 -0.96 -1.90 -5.90
H9 -1.19 -0.25 -5.31
H10 -3.14 -2.57 -4.82
H11 -3.37 -0.93 -4.23
H12 0.54 -3.25 0.21
H13 0.61 -4.56 -0.94
C7 7.02 -0.21 4.81
C8 5.61 -0.11 4.30
C9 4.87 -1.26 4.03
C10 3.57 -1.20 3.57
C11 2.78 -2.44 3.27
C12 3.00 0.09 3.41
Se1 1.25 0.25 2.91
C13 3.74 1.29 3.63
C14 3.16 2.66 3.40
C15 5.04 1.15 4.08
H14 7.35 -1.24 4.89
H15 7.09 0.25 5.80
H16 7.70 0.33 4.16
H17 5.32 -2.24 4.17
H18 3.39 -3.33 3.43
H19 2.44 -2.43 2.24
H20 1.89 -2.51 3.91
H21 2.30 2.65 2.74
H22 3.91 3.31 2.95
H23 2.86 3.11 4.35
H24 5.63 2.04 4.26
Cl1 2.78 1.78 -1.93
Si1 2.26 -0.07 -1.16
Cl2 2.27 -1.35 -2.79
Cl3 3.87 -0.66 0.01

Atomic partial charges in e from the Löwdin method, atoms 1 to 6:
1. Pt 0.895
2. C -0.024
3. O 0.021
4. C -0.561
5. O -0.102
6. N 0.045


(2)
Formula: C24H30FNO12
Source: the OMol25 dataset
Level of theory: ωB97M-V/def2-TZVPD

* 2S+1: 1
* SMILES: CC(C)C[C@H](C)CON(CC=O)C(=O)O[C@@H](C)F.O=C1C=C(O)C(=O)C=C1O.O=C1C=C(O)C(=O)C=C1O
* E_HOMO: -9.47 eV
* gap between HOMO and LUMO: 7.9 eV
* LUMO level: -1.58 eV

Cartesian coordinates (Å):
C1 3.76 -3.41 3.88
C2 4.46 -2.96 2.60
C3 5.97 -3.28 2.70
C4 3.82 -3.47 1.29
C5 2.81 -4.62 1.42
C6 3.60 -5.94 1.38
C7 1.91 -4.65 0.20
O1 0.74 -3.82 0.20
N1 0.57 -3.10 1.41
C8 -0.28 -3.86 2.36
C9 -1.73 -3.45 2.49
O2 -2.30 -3.52 3.56
C10 0.01 -1.85 1.02
O3 -0.72 -1.66 0.06
O4 0.31 -0.85 1.91
C11 1.42 -0.04 1.52
C12 2.36 0.10 2.68
F1 2.06 -0.60 0.45
H1 4.30 -3.02 4.73
H2 2.75 -3.03 3.89
H3 3.74 -4.49 3.96
H4 4.40 -1.88 2.58
H5 6.15 -3.93 3.55
H6 6.51 -2.37 2.92
H7 6.37 -3.72 1.80
H8 3.38 -2.63 0.76
H9 4.61 -3.82 0.65
H10 2.27 -4.63 2.35
H11 2.94 -6.77 1.62
H12 3.96 -6.08 0.37
H13 4.44 -5.92 2.05
H14 1.58 -5.67 0.02
H15 2.50 -4.35 -0.66
H16 0.18 -3.82 3.33
H17 -0.27 -4.88 2.02
H18 -2.29 -3.10 1.61
H19 1.01 0.90 1.18
H20 2.35 -0.82 3.24
H21 3.36 0.32 2.34
H22 2.00 0.90 3.32
C13 -2.99 3.79 -0.87
C14 -1.99 2.97 -0.53
C15 -0.75 3.47 0.16
O5 0.11 2.66 0.44
C16 -0.64 4.89 0.43
C17 -1.64 5.71 0.09
C18 -2.89 5.21 -0.57
O6 -3.75 6.02 -0.83
O7 -1.60 7.02 0.31
O8 -2.03 1.67 -0.77
H23 -3.89 3.44 -1.36
H24 0.27 5.24 0.91
H25 -2.45 7.37 -0.03
H26 -1.20 1.28 -0.43
C19 -5.57 4.11 -6.67
C20 -4.95 5.29 -6.59
C21 -4.29 5.76 -5.32
O9 -3.73 6.84 -5.34
C22 -4.37 4.90 -4.15
C23 -4.99 3.72 -4.23
C24 -5.63 3.24 -5.50
O10 -6.16 2.15 -5.49
O11 -5.11 2.88 -3.20
O12 -4.85 6.13 -7.61
H27 -6.04 3.76 -7.58
H28 -3.91 5.26 -3.24
H29 -5.60 2.12 -3.55
H30 -4.35 6.90 -7.28

Atomic partial charges in e from the Löwdin method, atoms 1 to 6:
1. C -0.078
2. C -0.387
3. C -0.059
4. C -0.134
5. C -0.360
6. C -0.053


(3)
Formula: C25H25BBrN10Ru
Source: the OMol25 dataset
Level of theory: ωB97M-V/def2-TZVPD

* 2S+1: 2
* E_HOMO (alpha / beta): -13.35 / -13.38 eV
* gap between HOMO and LUMO (alpha / beta): 6.7 / 6.2 eV
* energy relative to the best compared isomer or geometry (same formula, charge and spin): 62.3 kcal/mol
* charge: +2
* <S²>: 1.018
* LUMO level (alpha / beta): -6.68 / -7.22 eV

Cartesian coordinates (Å):
Ru1 0.16 0.79 -0.79
C1 -0.72 -3.28 -1.91
C2 -0.58 -2.30 -0.93
N1 -0.16 -1.15 -1.46
N2 -0.03 -1.37 -2.78
C3 -0.36 -2.65 -3.07
B1 0.44 -0.24 -3.74
N3 -0.57 0.95 -3.65
C4 -1.13 1.68 -4.62
C5 -2.03 2.57 -4.06
C6 -1.95 2.31 -2.69
N4 -1.08 1.32 -2.44
N5 1.82 0.29 -3.22
C7 3.02 0.34 -3.82
C8 3.94 0.84 -2.92
C9 3.20 1.08 -1.76
N6 1.91 0.74 -1.95
H1 -1.03 -4.31 -1.79
H2 -0.77 -2.36 0.13
H3 -0.31 -3.01 -4.09
H4 0.53 -0.65 -4.87
H5 -0.85 1.52 -5.66
H6 -2.66 3.28 -4.57
H7 -2.51 2.76 -1.88
H8 3.14 0.02 -4.85
H9 4.99 1.02 -3.08
H10 3.52 1.50 -0.81
Br1 -2.79 -3.08 5.84
C10 -2.08 -2.36 4.29
C11 -2.60 -1.28 3.77
C12 -2.07 -0.51 2.65
C13 -0.87 -0.44 2.11
C14 0.27 -1.27 2.48
C15 -1.02 -3.19 3.63
N7 -0.61 0.70 1.19
C16 -1.02 1.83 1.54
C17 -0.60 3.02 0.79
C18 -0.95 4.29 1.17
C19 -0.39 5.36 0.49
C20 0.50 5.10 -0.52
C21 0.78 3.79 -0.87
N8 0.23 2.76 -0.22
H11 -3.51 -0.90 4.22
H12 -2.77 0.22 2.25
H13 1.60 -0.09 1.48
H14 -0.71 -3.96 4.34
H15 -1.58 1.95 2.47
H16 -1.66 4.44 1.99
H17 -0.65 6.38 0.75
H18 0.98 5.91 -1.06
H19 1.44 3.54 -1.69
C22 -1.57 -3.92 2.39
C23 0.21 -2.37 3.30
N9 1.54 -0.87 2.08
C24 2.69 -1.44 2.54
C25 2.62 -2.45 3.41
N10 1.37 -2.89 3.78
H20 -2.05 -3.21 1.71
H21 -2.31 -4.66 2.70
H22 -0.76 -4.44 1.85
H23 3.63 -1.06 2.16
H24 3.49 -2.94 3.83
H25 1.30 -3.66 4.43

Atomic partial charges in e from the Löwdin method, atoms 1 to 6:
1. Ru 1.153
2. C -0.033
3. C -0.130
4. N -0.100
5. N -0.022
6. C -0.044


(4)
Formula: C22H32N4O6RuS2
Source: the OMol25 dataset
Level of theory: ωB97M-V/def2-TZVPD

* 2S+1: 1
* E_HOMO (alpha / beta): -19.35 / -19.34 eV
* gap between HOMO and LUMO (alpha / beta): 4.8 / 4.7 eV
* energy relative to the best compared isomer or geometry (same formula, charge and spin): 16.2 kcal/mol
* charge: +4
* LUMO level (alpha / beta): -14.56 / -14.63 eV

Cartesian coordinates (Å):
Ru1 0.43 -0.27 -1.49
O1 2.36 -0.01 -1.39
S1 3.67 -0.78 -1.82
C1 3.05 -1.99 -3.00
C2 2.05 -2.95 -2.41
C3 -0.32 -3.28 -1.91
C4 -1.58 -2.78 -2.62
S2 -2.52 -1.58 -1.68
O2 -1.39 -0.64 -1.07
C5 -3.27 -2.45 -0.35
C6 -3.08 -2.08 0.98
C7 -3.84 -2.73 1.94
C8 -4.77 -3.70 1.57
C9 -4.96 -4.02 0.24
C10 -4.22 -3.39 -0.75
C11 4.14 -1.78 -0.44
C12 3.70 -1.48 0.84
C13 4.20 -2.22 1.91
C14 5.14 -3.22 1.68
C15 5.59 -3.48 0.40
C16 5.11 -2.76 -0.68
H1 3.92 -2.54 -3.36
H2 2.66 -1.42 -3.84
H3 2.39 -3.36 -1.46
H4 1.88 -3.76 -3.12
H5 -0.04 -4.11 -0.16
H6 0.00 -4.22 -2.35
H7 -2.26 -3.61 -2.83
H8 -1.33 -2.30 -3.57
H9 -2.37 -1.32 1.26
H10 -3.70 -2.48 2.98
H11 -5.36 -4.19 2.33
H12 -5.70 -4.77 -0.05
H13 -4.42 -3.62 -1.79
H14 3.03 -0.64 1.02
H15 3.88 -1.99 2.92
H16 5.53 -3.78 2.52
H17 6.35 -4.24 0.23
H18 5.50 -2.95 -1.67
N1 0.37 0.72 0.29
C17 0.74 2.17 0.08
C18 0.47 3.13 1.24
C19 -0.97 3.33 1.75
C20 -1.87 4.31 0.98
N2 -1.31 5.65 0.82
C21 -1.69 6.75 1.49
N3 -2.35 6.65 2.63
N4 -1.38 7.94 1.00
C22 0.12 2.54 -1.24
O3 -0.30 3.59 -1.59
O4 0.12 1.44 -2.09
H19 -0.59 0.63 0.65
H20 0.99 0.30 0.98
H21 1.82 2.14 -0.10
H22 0.86 4.09 0.91
H23 1.11 2.83 2.07
H24 -0.87 3.68 2.78
H25 -1.51 2.38 1.84
H26 -2.83 4.38 1.50
H27 -2.11 3.94 -0.01
H28 -0.79 5.81 -0.04
H29 -2.46 5.78 3.12
H30 -2.71 7.48 3.09
H31 -1.02 8.06 0.07
H32 -1.54 8.78 1.53
O5 -0.50 -3.36 -0.55
O6 0.75 -2.29 -2.20

Atomic partial charges in e from the Löwdin method, atoms 1 to 6:
1. Ru 1.589
2. O -0.615
3. S 1.218
4. C -0.251
5. C -0.149
6. C -0.386


Values of E_tot, in order: -5804.269689, -1989.913664, -4208.521204, -2417.757508, all in Ha.